#A
DFT (the ωB97M-V functional and the def2-TZVPD basis) results for a structure of composition C3H7NS2.

XYZ file:
```
13
C3H7NS2 | OMol25 | the ωB97M-V functional and the def2-TZVPD basis
C -1.367 -0.293 1.282
C 0.814 1.096 0.348
C 0.934 -0.236 -0.472
H -0.760 -0.974 0.209
H -2.528 -0.178 1.339
H -0.964 -0.678 2.423
H 1.965 -0.283 -0.960
H 0.985 -1.202 0.127
H 0.105 0.391 -2.509
H -0.431 -1.142 -1.701
N -0.008 -0.110 -1.502
S -0.735 1.375 1.201
S 1.991 2.233 0.215
```

Properties
LUMO energy	-0.09	eV
HOMO energy	-8.44	eV
orbital gap	8.4	eV

Partial atomic charges computed with the natural (NBO) method, in multiples of e:
1 C -0.8154
2 C -0.2854
3 C -0.3388
4 H 0.2586
5 H 0.2470
6 H 0.2286
7 H 0.2193
8 H 0.2347
9 H 0.4239
10 H 0.3691
11 N -0.8909
12 S 0.3328
13 S 0.0166

#B
DFT (the ωB97M-V functional and the def2-TZVPD basis) results for a structure of composition C3H7NS2.

XYZ file:
```
13
C3H7NS2 | OMol25 | the ωB97M-V functional and the def2-TZVPD basis
C -2.551 -0.311 -0.095
C -0.128 0.370 -0.128
C 2.923 0.301 0.102
H -3.221 -0.316 1.072
H -3.259 -1.180 -0.622
H -2.745 0.613 -0.628
H -0.717 -1.391 0.040
H 3.776 -0.323 0.415
H 2.760 0.429 1.270
H 3.153 1.217 -0.565
N -1.120 -0.586 -0.060
S -0.167 1.873 -0.296
S 1.298 -0.697 -0.505
```

Properties
LUMO energy	0.61	eV
HOMO energy	-8.55	eV
orbital gap	9.2	eV

Partial atomic charges computed with the natural (NBO) method, in multiples of e:
1 C -0.4261
2 C -0.1395
3 C -0.7301
4 H 0.1873
5 H 0.2181
6 H 0.2286
7 H 0.3862
8 H 0.2407
9 H 0.2362
10 H 0.2503
11 N -0.5960
12 S 0.0151
13 S 0.1291

#C
DFT (the ωB97M-V functional and the def2-TZVPD basis) results for a cluster of 3 separate species, C3H7NS2 in total.

XYZ file:
```
13
C3H7NS2 | OMol25 | the ωB97M-V functional and the def2-TZVPD basis
C 1.229 -0.789 0.852
C 0.766 -0.136 -0.345
C -0.584 -0.488 -0.920
H 2.409 -0.914 0.849
H 1.014 0.029 2.054
H 0.632 -1.862 0.942
H 1.395 -0.369 -1.329
H -1.340 2.181 -0.770
H -0.294 -1.046 -1.726
H -1.648 1.338 0.739
N -1.795 -0.282 -0.570
S 0.885 1.710 -0.135
S -2.671 0.629 0.359
```

Properties
LUMO energy	-1.76	eV
HOMO energy	-8.90	eV
orbital gap	7.1	eV

Partial atomic charges computed with the natural (NBO) method, in multiples of e:
1 C -0.6220
2 C -0.4614
3 C 0.1342
4 H 0.2384
5 H 0.2165
6 H 0.2346
7 H 0.2274
8 H 0.0529
9 H 0.1714
10 H 0.0998
11 N -0.6602
12 S -0.0622
13 S 0.4307

Name the least stable of them. #C.

#A
DFT (the ωB97M-V functional and the def2-TZVPD basis) results for a structure of composition C22H40BiN8O5P2S2Se2Te2.

XYZ file:
```
84
C22H40BiN8O5P2S2Se2Te2 | OMol25 | the ωB97M-V functional and the def2-TZVPD basis
Bi 2.070 -1.707 0.155
N 0.730 -4.889 -2.584
C 1.446 -4.243 -3.595
C 1.996 -3.135 -3.040
N 1.682 -3.070 -1.707
C 0.902 -4.149 -1.429
C 0.394 -4.340 -0.150
N 0.734 -3.493 0.860
C 0.059 -3.909 1.979
C -0.687 -5.003 1.689
N -0.484 -5.283 0.339
H 0.293 -5.786 -2.658
H 1.499 -4.640 -4.592
H 2.587 -2.365 -3.507
H 0.179 -3.404 2.923
H -1.329 -5.604 2.305
H -0.908 -6.025 -0.181
C -0.421 -1.627 6.694
C -0.610 -1.220 5.246
O 0.622 -1.441 4.552
P 1.043 -0.469 3.322
S 2.817 -1.244 2.845
S -0.522 -0.388 2.105
O 1.145 0.974 4.034
C 2.021 1.134 5.169
C 3.300 1.856 4.800
H -1.354 -1.506 7.244
H 0.346 -1.009 7.161
H -0.101 -2.667 6.749
H -0.897 -0.167 5.171
H -1.390 -1.818 4.769
H 2.251 0.155 5.599
H 1.448 1.714 5.897
H 3.873 1.253 4.096
H 3.896 2.023 5.699
H 3.072 2.808 4.329
Se 4.000 -3.352 0.673
Te 5.013 -4.055 -1.505
Te 5.890 -1.610 -2.295
Se 3.843 -0.238 -1.732
C -5.725 3.163 -2.477
C -4.310 3.584 -2.862
N -3.455 2.417 -3.071
C -2.994 2.155 -4.431
C -4.112 1.749 -5.384
C -2.911 1.830 -1.977
O -3.005 2.389 -0.877
C -2.314 0.485 -2.156
C -3.094 -0.489 -2.782
C -2.586 -1.752 -2.951
C -1.308 -2.019 -2.490
N -0.543 -1.122 -1.876
C -1.039 0.100 -1.701
H -6.345 4.040 -2.299
H -5.695 2.569 -1.565
H -6.178 2.565 -3.268
H -3.884 4.189 -2.062
H -4.317 4.170 -3.780
H -2.235 1.378 -4.395
H -2.518 3.068 -4.806
H -4.569 0.812 -5.070
H -3.702 1.615 -6.385
H -4.884 2.517 -5.432
H -4.097 -0.243 -3.105
H -3.165 -2.525 -3.437
H -0.867 -3.000 -2.622
H -0.373 0.806 -1.218
N -0.089 2.849 1.356
C 0.832 3.390 0.338
P 2.468 2.726 0.870
O 2.991 3.547 1.990
O 2.352 1.240 0.988
C 3.620 3.050 -0.572
N 4.826 2.278 -0.139
H 0.069 3.297 2.256
H 0.102 1.818 1.523
H -1.093 2.877 1.053
H 0.809 4.479 0.337
H 0.566 3.021 -0.653
H 3.845 4.111 -0.651
H 3.271 2.643 -1.519
H 4.622 1.270 -0.440
H 4.883 2.326 0.885
H 5.700 2.570 -0.568
```

Properties
LUMO energy (alpha / beta)	0.08 / 0.07	eV
expectation value of S²	0.762
HOMO energy (alpha / beta)	-4.17 / -6.33	eV
multiplicity	2
orbital gap (alpha / beta)	4.2 / 6.4	eV

Partial atomic charges computed with the Löwdin method, in multiples of e:
1 Bi 1.0328
2 N 0.0718
3 C -0.1214
4 C -0.2428
5 N -0.1904
6 C -0.3543
7 C -0.3144
8 N -0.1482
9 C -0.1627
10 C -0.1019
11 N 0.0815
12 H 0.1349
13 H 0.0986
14 H 0.0672
15 H 0.0809
16 H 0.0972
17 H 0.1337
18 C -0.0714
19 C -0.3251
20 O -0.4018
21 P -0.1214
22 S 0.2165
23 S 0.2785
24 O -0.3641
25 C -0.2914
26 C -0.0846
27 H 0.0758
28 H 0.0707
29 H 0.0790
30 H 0.1000
31 H 0.1060
32 H 0.1021
33 H 0.1182
34 H 0.0507
35 H 0.0787
36 H 0.0527
37 Se -0.1847
38 Te 0.1910
39 Te 0.1029
40 Se -0.2022
41 C -0.0652
42 C -0.2013
43 N -0.0686
44 C -0.2039
45 C -0.0697
46 C -0.4180
47 O 0.0345
48 C -0.1195
49 C -0.0245
50 C -0.0352
51 C -0.1070
52 N 0.0838
53 C -0.0699
54 H 0.0754
55 H 0.0760
56 H 0.0670
57 H 0.1136
58 H 0.1166
59 H 0.1153
60 H 0.1234
61 H 0.0657
62 H 0.0784
63 H 0.0683
64 H 0.1162
65 H 0.1089
66 H 0.0912
67 H 0.0990
68 N 0.1152
69 C -0.2053
70 P 0.3479
71 O -0.3271
72 O -0.4678
73 C -0.2242
74 N 0.0593
75 H 0.1556
76 H 0.0142
77 H 0.1619
78 H 0.1052
79 H 0.0945
80 H 0.0957
81 H 0.0581
82 H -0.0619
83 H 0.1360
84 H 0.1540

#B
DFT (the ωB97M-V functional and the def2-TZVPD basis) results for a structure of composition C22H40BiN8O5P2S2Se2Te2.

XYZ file:
```
84
C22H40BiN8O5P2S2Se2Te2 | OMol25 | the ωB97M-V functional and the def2-TZVPD basis
Bi -0.060 0.253 0.076
N -3.192 1.006 -3.075
C -3.847 -0.167 -2.677
C -3.149 -0.666 -1.634
N -2.060 0.139 -1.359
C -2.096 1.164 -2.252
C -1.153 2.179 -2.166
N -0.209 2.165 -1.167
C 0.583 3.284 -1.346
C 0.150 3.990 -2.409
N -0.931 3.286 -2.961
H -3.393 1.535 -3.902
H -4.750 -0.505 -3.155
H -3.354 -1.540 -1.034
H 1.395 3.505 -0.673
H 0.503 4.915 -2.830
H -1.557 3.636 -3.660
C -2.982 -5.722 -0.938
C -2.074 -4.559 -1.269
O -1.914 -3.718 -0.110
P -0.488 -3.429 0.572
S -0.822 -2.176 2.037
S 0.825 -3.071 -0.899
O -0.034 -4.879 1.158
C -0.896 -5.550 2.100
C -0.315 -5.505 3.497
H -3.080 -6.363 -1.816
H -3.972 -5.373 -0.643
H -2.568 -6.317 -0.123
H -2.506 -3.938 -2.052
H -1.103 -4.909 -1.615
H -0.986 -6.580 1.756
H -1.886 -5.093 2.091
H 0.692 -5.929 3.517
H -0.948 -6.088 4.169
H -0.283 -4.475 3.855
Se -2.140 1.231 1.454
Te -1.320 1.840 3.746
Te 0.654 3.479 2.889
Se 1.819 1.660 1.602
C 3.179 -0.967 -8.256
C 2.673 0.292 -7.560
N 3.076 0.366 -6.156
C 4.118 1.320 -5.794
C 5.515 0.879 -6.212
C 2.365 -0.385 -5.270
O 1.415 -1.069 -5.615
C 2.788 -0.331 -3.828
C 3.953 -0.921 -3.368
C 4.278 -0.801 -2.028
C 3.427 -0.090 -1.193
N 2.279 0.438 -1.618
C 1.969 0.305 -2.906
H 2.925 -0.942 -9.317
H 2.713 -1.845 -7.809
H 4.263 -1.060 -8.158
H 1.584 0.300 -7.595
H 3.044 1.186 -8.061
H 4.090 1.481 -4.720
H 3.882 2.274 -6.271
H 5.748 -0.105 -5.801
H 6.254 1.590 -5.837
H 5.610 0.832 -7.299
H 4.600 -1.464 -4.048
H 5.193 -1.221 -1.633
H 3.672 0.061 -0.148
H 1.028 0.747 -3.225
N 3.209 -3.841 0.642
C 2.652 -3.864 2.026
P 2.730 -2.094 2.524
O 4.161 -1.777 2.815
O 1.967 -1.290 1.527
C 1.721 -1.961 4.056
N 1.527 -0.481 4.187
H 3.961 -3.154 0.581
H 2.367 -3.498 0.036
H 3.539 -4.737 0.298
H 3.264 -4.466 2.696
H 1.642 -4.258 1.964
H 2.223 -2.361 4.933
H 0.742 -2.415 3.912
H 1.168 -0.107 3.278
H 2.428 -0.009 4.280
H 0.898 -0.189 4.930
```

Properties
LUMO energy (alpha / beta)	0.14 / 0.14	eV
expectation value of S²	0.761
HOMO energy (alpha / beta)	-4.37 / -6.66	eV
multiplicity	2
orbital gap (alpha / beta)	4.5 / 6.8	eV

Partial atomic charges computed with the Löwdin method, in multiples of e:
1 Bi 1.1414
2 N 0.0821
3 C -0.1044
4 C -0.1550
5 N -0.1503
6 C -0.3252
7 C -0.3146
8 N -0.1698
9 C -0.1838
10 C -0.1033
11 N 0.0790
12 H 0.1349
13 H 0.0980
14 H 0.1003
15 H 0.0629
16 H 0.0987
17 H 0.1340
18 C -0.0676
19 C -0.2968
20 O -0.3710
21 P -0.0886
22 S 0.3126
23 S 0.3727
24 O -0.3929
25 C -0.2960
26 C -0.0804
27 H 0.0800
28 H 0.0814
29 H 0.0611
30 H 0.1141
31 H 0.0752
32 H 0.1149
33 H 0.1048
34 H 0.0774
35 H 0.0830
36 H 0.0432
37 Se -0.1878
38 Te 0.1116
39 Te 0.1419
40 Se -0.1697
41 C -0.0714
42 C -0.2001
43 N -0.0570
44 C -0.2043
45 C -0.0725
46 C -0.4218
47 O 0.0769
48 C -0.1296
49 C -0.0173
50 C -0.0471
51 C -0.1506
52 N 0.0026
53 C -0.0730
54 H 0.0747
55 H 0.0726
56 H 0.0645
57 H 0.1177
58 H 0.1166
59 H 0.1128
60 H 0.1197
61 H 0.0674
62 H 0.0767
63 H 0.0689
64 H 0.1201
65 H 0.1046
66 H 0.0792
67 H 0.1252
68 N 0.0641
69 C -0.2096
70 P 0.3247
71 O -0.3423
72 O -0.5898
73 C -0.2279
74 N 0.0965
75 H 0.1270
76 H -0.0840
77 H 0.1515
78 H 0.1050
79 H 0.0417
80 H 0.1028
81 H 0.0027
82 H -0.0169
83 H 0.1411
84 H 0.1101

Name the least stable of them. #A.

#A
DFT (the ωB97M-V functional and the def2-TZVPD basis) results for an isolated molecule of C3H4N2O.

XYZ file:
```
10
C3H4N2O | OMol25 | the ωB97M-V functional and the def2-TZVPD basis
O 1.782 -0.273 -0.612
C 0.544 0.086 -0.226
C -0.027 1.292 -0.370
N -1.334 1.273 0.175
N -1.599 0.166 0.702
C -0.497 -0.765 0.442
H 1.952 -1.197 -0.393
H 0.357 2.198 -0.813
H -0.172 -1.323 1.331
H -0.993 -1.462 -0.240
```

Properties
SMILES	OC1=CN=NC1
LUMO energy	0.43	eV
HOMO energy	-9.26	eV
orbital gap	9.7	eV

Partial atomic charges computed with the natural (NBO) method, in multiples of e:
1 O -0.6390
2 C 0.3137
3 C -0.2071
4 N -0.1345
5 N -0.1466
6 C -0.3916
7 H 0.4876
8 H 0.2208
9 H 0.2391
10 H 0.2576

#B
DFT (the ωB97M-V functional and the def2-TZVPD basis) results for an isolated molecule of C3H4N2O.

XYZ file:
```
10
C3H4N2O | OMol25 | the ωB97M-V functional and the def2-TZVPD basis
H 1.711 2.073 0.027
N 1.086 1.442 -0.481
C 0.726 0.373 -0.005
C -0.793 -0.401 -0.617
O -1.038 -1.581 0.076
C -1.642 0.628 -0.230
N -2.440 1.386 0.089
H 0.965 -0.323 0.868
H -1.209 -0.917 -1.757
H -2.004 -1.474 0.341
```

Properties
SMILES	[H]/N=C/[C@@H](O)C#N
LUMO energy	0.54	eV
HOMO energy	-9.99	eV
orbital gap	10.5	eV

Partial atomic charges computed with the natural (NBO) method, in multiples of e:
1 H 0.3796
2 N -0.6068
3 C 0.1862
4 C -0.0729
5 O -0.7046
6 C 0.1960
7 N -0.2862
8 H 0.1882
9 H 0.2361
10 H 0.4844

Name the least stable of them. #B.